(1)
Below is a structure of composition H2O4S3, with properties calculated with ωB97M-V/def2-TZVPD.

```
! wB97M-V def2-TZVPD RIJCOSX def2/J DEFGRID3
* xyz 0 1
O -1.058 -0.830 0.343
O 1.128 -1.816 -0.231
O -1.827 1.079 -1.101
O 0.954 0.530 0.693
S -1.878 0.625 0.274
S 2.302 1.065 -0.109
S 0.391 -0.613 -0.435
H -3.138 -0.085 0.363
H 3.125 0.046 0.204
*
```

## Properties
**Relative energy (zero: lowest compared OMol25 entry of this formula, charge and spin)**: 18.19 kcal per mole
**Electronic energy**: -40724.900 eV
**Maximum force**: 0.0420 Eh/bohr



(2)
Below is a structure of composition C2H6N2, with properties calculated with ωB97M-V/def2-TZVPD.

```
! wB97M-V def2-TZVPD RIJCOSX def2/J DEFGRID3
* xyz 0 1
C -0.644 -0.783 -0.711
N -0.002 1.381 0.399
C 0.441 0.043 0.046
N 1.425 -0.501 0.771
H -0.491 -1.878 -0.514
H -1.728 -0.489 -0.577
H -0.363 -0.568 -1.728
H 0.342 2.183 -0.150
H 0.602 1.327 1.254
H 0.419 -0.716 1.211
*
```

## Properties
**Relative energy (zero: lowest compared OMol25 entry of this formula, charge and spin)**: 95.00 kcal per mole
**Electronic energy**: -5147.800 eV
**Maximum force**: 0.0570 Eh/bohr



(3)
Below is an isolated molecule of C10H16N4S, with properties calculated with ωB97M-V/def2-TZVPD.

```
! wB97M-V def2-TZVPD RIJCOSX def2/J DEFGRID3
* xyz 0 1
C -3.567 -0.719 -2.542
C -2.581 -1.650 -3.155
C -1.074 -1.427 -2.597
C -0.517 -0.061 -2.863
C 1.077 0.230 -0.904
C 0.190 0.717 1.297
C -0.273 1.923 1.757
C 0.004 1.351 3.911
C 0.605 0.173 3.487
C 0.510 -0.367 2.131
H -3.571 0.393 -3.045
H -4.715 -1.000 -2.739
H -3.375 -0.488 -1.333
H -2.897 -2.647 -3.111
H -2.523 -1.522 -4.256
H -0.784 -1.505 -1.499
H -0.435 -2.273 -3.077
H -1.182 0.728 -2.383
H -0.345 0.284 -3.885
H 1.608 -0.330 -2.639
H -0.870 0.685 -0.577
H -0.620 2.670 1.079
H -0.098 1.313 5.014
H 1.081 -0.517 4.253
H 1.600 -1.732 1.186
H 0.885 -2.310 2.711
N 0.789 0.144 -2.226
N 0.070 0.468 -0.138
N -0.474 2.250 3.089
N 0.771 -1.707 1.827
S 2.620 -0.053 -0.418
*
```

## Properties
**Relative energy (zero: lowest compared OMol25 entry of this formula, charge and spin)**: 17.73 kcal per mole
**Electronic energy**: -27423.451 eV
**Maximum force**: 0.0945 Eh/bohr
**SMILES**: CCCCNC(=S)Nc1cnccc1N



Number 1: frontier orbital gap 10.309 eV. Number 2: frontier orbital gap 9.031 eV. Number 3: frontier orbital gap 8.984 eV.